Record 1
Molecular formula: C5H10N2
Method: DFT, the ωB97M-V functional and the def2-TZVPD basis

Geometry (Å):
C  0.88  0.59  1.61
C  1.35  0.48  0.23
N  0.67  0.72  -0.83
C  -0.48  1.59  -0.72
H  -0.10  -0.23  1.51
H  0.51  1.58  1.86
H  1.59  0.25  2.35
H  2.23  -0.15  0.08
H  -0.85  1.79  -1.73
H  -1.29  1.13  -0.14
H  -0.23  2.54  -0.23
C  -1.02  -1.59  0.78
C  -0.80  -1.62  -0.43
N  -0.55  -1.70  -1.74
H  -1.67  -1.89  1.55
H  -0.07  -0.90  -2.11
H  -0.17  -2.58  -2.05

Results
Energy above the lowest of the compared OMol25 structures with the same formula, charge and spin ... 3.6878 eV
Highest occupied orbital energy ... -8.59 eV
Spin multiplicity ... 1
SMILES ... C/C=N\C.C#CN
Net charge ... 0
Orbital gap ... 0.3548 Ha

Record 2
Molecular formula: C5H10N2
Method: DFT, the ωB97M-V functional and the def2-TZVPD basis

Geometry (Å):
C  0.09  -1.85  1.70
N  0.11  -1.09  0.53
C  0.91  -1.15  -0.55
C  0.68  0.10  -1.26
N  -0.24  0.88  -0.47
C  -0.53  2.27  -0.68
C  -0.56  0.09  0.53
H  0.30  -1.34  2.77
H  0.68  -2.87  1.69
H  -0.96  -2.01  1.84
H  1.51  -1.84  -0.94
H  1.56  0.73  -1.61
H  0.22  -0.03  -2.26
H  -1.30  2.57  0.10
H  -0.87  2.38  -1.67
H  0.26  2.95  -0.43
H  -1.08  0.33  1.43

Results
Energy above the lowest of the compared OMol25 structures with the same formula, charge and spin ... 1.1164 eV
Highest occupied orbital energy ... -21.06 eV
Spin multiplicity ... 1
SMILES ... C[N+]1=CC[N+](C)=C1
Net charge ... +2
Orbital gap ... 0.3608 Ha

Record 3
Molecular formula: C5H10N2
Method: DFT, the ωB97M-V functional and the def2-TZVPD basis

Geometry (Å):
C  -0.68  -0.63  1.25
C  0.30  0.08  -0.66
C  0.36  -2.22  0.06
C  0.90  0.67  -1.78
C  -0.75  1.69  0.71
N  -0.29  -1.83  1.05
N  -0.36  0.34  0.44
H  -1.32  -0.33  2.14
H  0.50  -1.14  -0.77
H  1.35  -2.66  0.02
H  0.40  0.17  -2.76
H  1.97  0.48  -1.91
H  0.64  1.72  -1.90
H  -0.47  2.34  -0.12
H  -0.12  2.13  1.50
H  -1.81  1.71  0.90
H  -0.61  -2.53  1.85

Results
Energy above the lowest of the compared OMol25 structures with the same formula, charge and spin ... 5.2304 eV
Highest occupied orbital energy (alpha / beta) ... -18.63 / -18.63 eV
Spin multiplicity ... 1
Net charge ... +2
Orbital gap (alpha / beta) ... 0.2641 / 0.2640 Ha

Record 4
Molecular formula: C5H10N2
Method: DFT, the ωB97M-V functional and the def2-TZVPD basis

Geometry (Å):
C  -0.34  1.49  -1.40
C  0.24  1.27  0.12
C  -0.54  -0.67  -1.02
C  -0.60  -0.28  1.59
C  1.38  -0.79  0.32
N  -0.77  0.30  -1.86
N  0.01  -0.13  0.21
H  -0.43  2.40  -1.95
H  0.58  1.98  0.95
H  -1.07  -1.65  -1.19
H  0.20  -0.38  2.38
H  -1.30  0.44  1.84
H  -1.17  -1.19  1.61
H  1.00  -1.86  0.50
H  2.04  -0.63  -0.55
H  1.81  -0.34  1.27
H  -1.03  0.04  -2.83

Results
Energy above the lowest of the compared OMol25 structures with the same formula, charge and spin ... 1.4278 eV
Highest occupied orbital energy (alpha / beta) ... -17.87 / -22.64 eV
Expectation value of S² ... 2.02
Spin multiplicity ... 3
Net charge ... +2
Orbital gap (alpha / beta) ... 0.3032 / 0.3791 Ha